The following is a quantum chemistry calculation of C44H42N5NiO3PSi as an isolated structure at a distorted geometry, from the Open Molecules 2025 dataset.

Geometry as XYZ:
```
97
Properties=species:S:1:pos:R:3:forces:R:3:mulliken_charge:R:1
Ni 0.227441 -1.695477 -0.332194 -0.44 0.64 1.39 0.118
O 4.236469 -3.926842 -0.068256 -1.17 0.88 0.01 -0.726
C 4.163636 -4.466734 -1.296084 -0.18 0.90 0.24 0.357
C 5.251235 -5.263282 -1.582450 0.07 -0.66 -0.90 -0.529
C 5.252454 -5.891725 -2.802460 -0.60 0.88 -1.45 -0.518
C 4.277650 -5.597597 -3.787535 1.30 -1.72 -0.33 -0.472
C 3.222853 -4.795548 -3.495567 -0.79 0.43 -0.47 -0.413
C 3.150415 -4.190447 -2.250851 -0.81 0.46 1.19 -0.024
C 1.978162 -3.301991 -1.857217 -0.35 0.50 -0.44 0.859
O 1.984188 -2.796098 -0.661356 0.24 -0.53 -0.72 -0.678
N 1.028510 -3.079057 -2.767242 1.46 -0.61 1.19 -1.073
N 0.020385 -2.286730 -2.216577 0.73 -0.19 0.49 0.601
C -0.950835 -2.130848 -3.012875 0.35 -0.62 -1.11 -0.448
C -2.148019 -1.414587 -2.876759 -1.45 1.09 0.69 0.471
C -2.832602 -1.175107 -4.089539 0.34 -0.13 1.43 -0.901
C -4.006713 -0.465535 -4.123130 0.90 -0.20 -0.05 -0.928
C -4.589112 -0.026678 -2.922004 -0.54 -0.20 -0.03 -0.110
C -4.030809 -0.308778 -1.716633 2.37 -0.75 -0.39 -0.698
C -2.663867 -0.875872 -1.623691 -0.23 -0.17 0.66 0.652
O -2.034680 -0.916043 -0.498476 -0.40 -0.30 -1.45 -0.346
H 3.440074 -3.311433 -0.017064 0.17 -0.30 0.17 0.414
H 6.054472 -5.285250 -0.858576 -0.04 -0.35 0.01 0.377
H 6.029919 -6.490317 -3.191337 1.11 -0.72 0.24 0.369
H 4.393651 -6.090423 -4.784097 -0.26 0.50 0.92 0.305
H 2.446241 -4.647499 -4.254433 0.20 0.27 0.55 0.377
H -0.783288 -2.621430 -3.972091 -0.19 0.02 -0.24 0.284
H -2.304654 -1.578373 -4.943868 -0.42 0.17 -0.48 0.324
H -4.349032 -0.248884 -5.093002 -1.03 0.47 -0.91 0.379
H -5.546087 0.489425 -2.910145 0.00 -0.02 -0.27 0.345
H -4.497113 -0.091679 -0.794890 -0.42 0.43 0.68 0.235
C 2.444694 2.872755 3.893663 0.28 0.34 -0.62 -0.545
C 3.037009 3.233790 2.674499 -0.08 -0.64 -0.20 -0.822
C 2.685001 2.485120 1.543039 -0.22 0.34 -1.07 -0.005
C 1.757790 1.429277 1.522533 -0.39 1.09 1.09 0.799
C 1.167958 1.165614 2.765682 0.64 -0.21 -0.50 -0.241
C 1.525298 1.839713 3.921249 0.11 0.05 -0.35 -0.857
Si 1.207843 0.590290 -0.100581 -1.18 -0.15 -0.79 -0.267
C 0.096782 1.840102 -1.178037 0.75 -0.11 -0.78 1.110
C -0.028034 3.238803 -1.011524 -0.83 -1.93 -1.48 -0.680
C -0.748533 3.992057 -1.941319 -0.21 -0.21 0.77 -0.373
C -1.377122 3.375436 -3.036502 1.32 0.77 1.34 -1.101
C -1.126458 2.032676 -3.290253 0.02 0.08 -0.47 -0.617
C -0.379529 1.271917 -2.421906 0.21 1.43 2.72 -1.397
C 2.817771 0.687377 -1.066536 1.25 -0.78 0.37 0.538
C 2.912230 1.010230 -2.421873 0.83 -0.52 -0.03 -0.306
C 4.066891 0.714341 -3.155592 1.55 -0.19 0.66 -0.657
C 5.231857 0.237763 -2.438203 -1.33 1.01 -0.70 -0.466
C 5.186058 0.058214 -1.038393 0.06 -0.18 -1.70 -0.816
C 3.967954 0.159213 -0.386489 -1.02 0.77 0.59 0.141
H 2.672098 3.422083 4.792169 0.14 0.05 0.24 0.339
H 3.795918 4.028552 2.599166 -0.53 -0.34 0.09 0.355
H 3.014600 2.727651 0.525563 0.59 0.32 0.59 0.343
H 0.496930 0.342483 2.824513 -0.65 -0.49 0.18 0.661
H 1.083021 1.520167 4.837418 -0.29 0.00 0.62 0.454
H 0.369144 3.698460 -0.155510 0.60 0.63 1.08 0.503
H -0.845650 5.049642 -1.652810 -0.29 -0.29 -0.73 0.322
H -1.961808 4.031921 -3.627986 -0.60 0.08 -0.93 0.412
H -1.469997 1.571561 -4.199430 -0.41 -0.10 -0.20 0.360
H -0.223206 0.224426 -2.529398 0.08 -0.52 -0.48 0.783
H 2.067496 1.469735 -2.904615 -0.18 -0.01 -0.23 0.291
H 4.097307 0.921408 -4.253137 0.10 -0.27 1.04 0.319
H 6.209008 0.101669 -2.930749 -0.69 0.04 0.03 0.298
H 6.173111 -0.186828 -0.661674 -0.39 -0.24 0.87 0.354
H 3.805477 -0.042412 0.713488 0.64 0.06 -1.31 0.104
C -5.394471 2.533722 2.823679 0.41 0.45 -1.52 -1.023
N -4.668437 1.290730 2.985588 1.38 -0.39 -0.82 -0.032
C -4.001466 0.898795 1.626279 0.06 1.53 2.44 -1.185
N -3.231547 1.975024 1.082693 -0.58 0.16 -0.25 0.743
C -3.997587 3.168856 0.956061 -1.65 -0.74 0.95 -1.346
N -4.614659 3.666150 2.230914 -0.99 -1.28 -0.89 0.001
C -3.591079 4.130794 3.135074 -0.49 -0.63 1.63 -0.710
P -2.312249 2.800300 3.552359 0.02 0.29 0.43 -0.132
C -3.563300 1.481576 3.965308 -0.36 -0.46 -0.02 -0.791
C -2.041308 2.259702 1.831851 0.88 -0.84 -0.49 -0.081
H -5.690378 2.901752 3.768581 -0.57 0.15 1.33 0.542
H -6.310814 2.375399 2.214700 0.61 0.00 0.12 0.217
H -4.797472 0.626238 1.003147 -1.08 -0.35 -1.05 0.227
H -3.317556 0.094476 1.781771 0.15 -0.90 0.20 0.467
H -4.787870 2.944813 0.230207 -0.03 0.56 0.03 0.229
H -3.320226 3.912478 0.683168 0.80 1.48 -1.17 0.617
H -4.063243 4.432536 4.125151 0.37 -0.29 -1.01 0.372
H -3.188921 5.034327 2.722708 0.72 0.48 -0.20 0.447
H -3.993549 1.749765 4.939899 -0.03 -0.17 -0.05 0.480
H -3.049683 0.501225 4.072346 -0.15 0.62 0.04 0.429
H -1.438173 1.354722 1.740387 0.35 0.02 0.46 -0.018
H -1.487721 3.028319 1.305657 0.25 0.22 -0.14 0.448
C 0.326008 -3.054322 4.376106 0.96 0.66 -2.09 -0.559
C 1.455333 -2.526734 3.710342 -0.10 0.60 1.13 -0.700
C 1.274728 -2.050034 2.403504 1.77 0.08 0.07 0.582
C 0.085165 -2.202127 1.672961 -0.32 -0.03 -0.32 0.003
C -1.028106 -2.797235 2.339994 2.02 0.52 0.33 0.093
C -0.870799 -3.177190 3.687030 -0.52 -0.42 0.01 -0.555
H 0.407355 -3.438400 5.348640 0.07 -0.34 1.32 0.468
H 2.403433 -2.371072 4.335310 -1.22 -0.29 -1.28 0.241
H 2.192251 -1.556501 1.910582 -1.50 -0.77 0.63 -0.138
H -1.901087 -2.961273 1.730882 -0.51 -0.08 0.32 0.439
H -1.632422 -3.661184 4.297052 -0.49 0.09 -0.47 0.285
```
Forces are in eV/Å.

Values from the calculation:
⟨S²⟩ = 2.01
HOMO (spin up / spin down) = -0.0339 / -0.0726 Eh
relative energy (zero: lowest compared OMol25 entry of this formula, charge and spin) = 0.0 kcal/mol
charge = -2
orbital gap (spin up / spin down) = 5.23 / 6.29 eV
total energy = -118111.1813 eV
multiplicity = 3